[1]
Here is an isolated molecule of C5H9FN2 in a non-equilibrium geometry from OMol25. Energies are from wB97M-V/def2-TZVPD.

Computed properties:
2S+1: 1
LUMO, eV: 1.01
SMILES: CCN1C[C@H](F)C=N1
Maximum force, eV/Å: 8.4
Orbital gap, eV: 9.225
Total energy, Ha: -405.15183
Energy above the lowest of the compared OMol25 structures with the same formula, charge and spin, kJ/mol: 363.7

Positions of all 17 atoms, in Å:
C 2.240 -0.417 -0.874
C 1.565 0.187 0.440
C -0.940 -0.800 0.554
C -2.223 -0.017 0.212
C -1.702 1.303 -0.387
H 3.372 -0.258 -0.687
H 2.139 -1.628 -0.883
H 1.863 -0.002 -1.781
H 1.775 -0.438 1.383
H 1.960 1.297 0.647
H -0.858 -1.238 1.525
H -0.768 -1.415 -0.478
H -2.758 0.328 1.312
H -2.276 2.300 -0.682
N 0.055 0.316 0.560
N -0.371 1.191 -0.234
F -3.072 -0.708 -0.626

The net atomic charges from natural (NBO), expressed in e, are: -0.64 -0.22 -0.29 0.15 -0.12 0.23 0.21 0.23 0.20 0.23 0.23 0.21 0.15 0.24 -0.22 -0.21 -0.35

---

[2]
Here is a cluster of 2 separate species, C7H12N2O4 in total in a non-equilibrium geometry from OMol25. Energies are from wB97M-V/def2-TZVPD.

Computed properties:
2S+1: 1
LUMO (alpha / beta), eV: -1.04 / -1.04
Maximum force, eV/Å: 5.1
Orbital gap (alpha / beta), eV: 6.833 / 6.831
Total energy, Ha: -684.14952
Energy above the lowest of the compared OMol25 structures with the same formula, charge and spin, kJ/mol: 722.4

Positions of all 25 atoms, in Å:
C -0.820 0.898 -0.145
C 1.733 1.917 -0.001
C 1.646 0.803 0.948
C 2.228 1.835 -1.422
C 1.943 0.137 2.106
C -1.456 -1.210 -2.226
C -2.009 -1.021 -0.794
N 0.456 1.201 0.363
N 2.247 -1.378 -0.509
O -1.497 1.637 -0.720
O 2.381 -2.129 0.484
O 2.238 -1.661 -1.692
O -1.158 -0.404 0.101
H 1.625 2.925 0.457
H 2.088 0.933 -1.900
H 3.277 1.790 -1.389
H 2.012 2.736 -1.921
H 2.882 0.411 2.716
H 2.218 -0.942 1.821
H 1.101 0.076 2.839
H -0.894 -0.383 -2.466
H -0.966 -2.095 -2.499
H -2.287 -1.094 -2.944
H -2.297 -1.963 -0.450
H -2.927 -0.367 -0.948

The net atomic charges from natural (NBO), expressed in e, are: 0.92 -0.03 0.45 -0.65 -0.79 -0.63 -0.07 -0.45 0.32 -0.54 -0.48 -0.43 -0.50 0.22 0.26 0.23 0.23 0.26 0.38 0.27 0.21 0.22 0.21 0.20 0.18

---

[3]
Here is an isolated molecule of C22H27N3O5S in a non-equilibrium geometry from OMol25. Energies are from wB97M-V/def2-TZVPD.

Computed properties:
2S+1: 1
LUMO, eV: 0.34
SMILES: CC(C)c1ccc(S(=O)(=O)N2CCN(CC(=O)Nc3ccc4c(c3)OCO4)CC2)cc1
Maximum force, eV/Å: 1.2
Orbital gap, eV: 8.150
Total energy, Ha: -1793.18891
Energy above the lowest of the compared OMol25 structures with the same formula, charge and spin, kJ/mol: 204.0

Positions of all 58 atoms, in Å:
C -2.589 -4.192 1.374
H -1.578 -3.809 1.255
H -3.023 -3.749 2.266
H -2.535 -5.268 1.519
C -3.432 -3.871 0.137
C -3.449 -2.388 -0.137
C -2.972 -1.892 -1.346
C -2.997 -0.534 -1.617
C -3.504 0.333 -0.670
C -3.981 -0.134 0.540
C -3.955 -1.492 0.801
H -4.338 -1.856 1.742
H -4.386 0.572 1.247
S -3.478 2.095 -0.982
O -3.506 2.325 -2.395
O -4.449 2.733 -0.145
N -1.979 2.593 -0.444
C -0.837 2.169 -1.213
C 0.350 3.056 -0.848
N 0.610 2.953 0.582
C 1.823 3.662 0.950
H 1.863 3.755 2.040
C 3.078 2.894 0.526
O 4.127 3.448 0.293
N 2.850 1.556 0.492
C 3.714 0.514 0.154
C 3.186 -0.774 0.108
C 3.973 -1.876 -0.213
C 5.298 -1.641 -0.486
C 5.829 -0.350 -0.441
C 5.067 0.746 -0.125
H 5.480 1.738 -0.093
O 7.160 -0.399 -0.751
C 7.455 -1.757 -0.993
O 6.285 -2.530 -0.825
H 8.227 -2.099 -0.284
H 7.831 -1.876 -2.022
H 3.562 -2.870 -0.247
H 2.139 -0.923 0.328
H 1.886 1.302 0.685
H 1.879 4.676 0.526
C -0.555 3.400 1.331
C -1.750 2.518 0.976
H -2.655 2.874 1.470
H -1.545 1.481 1.289
H -0.341 3.312 2.398
H -0.805 4.448 1.102
H 1.238 2.732 -1.394
H 0.119 4.095 -1.134
H -1.097 2.279 -2.265
H -0.588 1.116 -1.003
H -2.651 -0.137 -2.558
H -2.583 -2.575 -2.087
C -4.858 -4.402 0.299
H -5.341 -3.959 1.167
H -4.844 -5.481 0.427
H -5.452 -4.165 -0.581
H -2.977 -4.373 -0.724

The net atomic charges from natural (NBO), expressed in e, are: -0.60 0.21 0.20 0.21 -0.23 0.00 -0.21 -0.19 -0.36 -0.19 -0.17 0.21 0.24 2.34 -0.94 -0.94 -0.67 -0.24 -0.23 -0.46 -0.31 0.22 0.67 -0.61 -0.64 0.23 -0.27 -0.25 0.20 0.32 -0.34 0.27 -0.49 0.24 -0.48 0.16 0.16 0.23 0.21 0.42 0.20 -0.22 -0.24 0.24 0.18 0.21 0.18 0.22 0.18 0.24 0.18 0.24 0.22 -0.60 0.20 0.21 0.21 0.20